Below is a structure of composition C12H12N2NiO2PS4, with properties calculated with wB97M-V/def2-TZVPD.

## Properties
gap between HOMO and LUMO (spin up / spin down) = 0.2062 / 0.1946 Eh
HOMO level (spin up / spin down) = -0.84 / -0.53 eV
lowest unoccupied orbital energy (spin up / spin down) = 4.77 / 4.77 eV
strongest force on any atom = 0.52 eV/Å
total charge = -2
spin multiplicity = 2

Geometry (Å):
Ni: -0.6039 -0.1472 -0.3840
S: -1.2487 -1.9629 -1.6222
C: 0.1880 -2.9203 -1.5421
C: 0.1644 -4.2617 -1.9488
C: 1.2823 -5.0852 -1.9086
C: 1.1856 -6.4485 -2.3432
N: 1.0957 -7.5424 -2.6914
C: 2.4951 -4.5648 -1.4492
C: 2.5464 -3.2319 -1.0486
C: 1.4365 -2.3843 -1.0811
S: 1.5970 -0.7251 -0.5865
C: 3.6716 -5.3791 -1.3772
N: 4.6279 -6.0184 -1.3154
H: -0.7696 -4.6729 -2.3104
H: 3.4887 -2.8332 -0.6940
C: -4.3450 3.9735 1.3510
C: -2.8484 3.8631 1.5633
O: -2.5252 2.5294 1.9263
P: -1.4406 1.6825 1.0445
S: -1.4174 -0.1128 1.8614
S: -1.8272 1.9330 -0.8978
O: -0.1541 2.5908 1.4707
C: 1.1112 2.3719 0.8563
C: 2.0167 3.5238 1.2412
H: -4.6267 5.0095 1.1401
H: -4.8787 3.6351 2.2415
H: -4.6409 3.3448 0.5106
H: -2.5166 4.5224 2.3715
H: -2.3188 4.1476 0.6513
H: 0.9916 2.3173 -0.2276
H: 1.5225 1.4195 1.1965
H: 1.5999 4.4732 0.8982
H: 2.9966 3.3813 0.7791
H: 2.1441 3.5717 2.3248